1.
ORCA calculation (the ωB97M-V functional and the def2-TZVPD basis) on one molecule with the formula C3H5NO2 at a distorted geometry.

Gap between HOMO and LUMO   10.51 eV
Energy above the lowest of the compared OMol25 structures with the same formula, charge and spin   367.1 kJ/mol
Max |F|   3.42 eV/A
DFT total energy   -322.43452 Eh
SMILES   [H]/N=C/OCC=O
Total charge   0

The geometry in XYZ format:
```
11
Properties=species:S:1:pos:R:3:mulliken_charge:R:1
N 1.3002 0.8010 0.1224 -0.53
C 1.2395 -0.0023 -0.8776 -0.03
O 0.1467 -0.7696 -1.0490 -0.29
C -0.7191 -0.8090 0.1000 -0.24
C -1.3994 0.5161 0.3924 0.06
O -2.0234 0.7037 1.4061 -0.48
H 2.1733 1.3190 0.0279 0.28
H 2.2542 -0.3479 -0.5740 0.33
H -0.1693 -1.1301 0.9937 0.28
H -1.4803 -1.5573 -0.1346 0.31
H -1.3224 1.2766 -0.4072 0.32
```

***

2.
ORCA calculation (the ωB97M-V functional and the def2-TZVPD basis) on C3H5NO2 as an isolated structure at a distorted geometry.

Gap between HOMO and LUMO   10.11 eV
Energy above the lowest of the compared OMol25 structures with the same formula, charge and spin   300.6 kJ/mol
Max |F|   2.13 eV/A
DFT total energy   -322.45986 Eh
Total charge   0

The geometry in XYZ format:
```
11
Properties=species:S:1:pos:R:3:mulliken_charge:R:1
O -1.4808 -1.5063 0.4788 -0.45
C -0.7189 -0.3507 0.5460 0.14
C 1.2147 -0.0323 0.5133 -0.54
N 0.7554 0.8149 -0.5767 -0.08
C -0.5664 0.5311 -0.7000 0.22
O -1.3980 0.9144 -1.4924 -0.60
H -1.3768 -1.8989 -0.4025 0.33
H -1.3263 0.2898 1.2374 0.24
H 1.3688 0.4306 1.4984 0.20
H 2.2343 -0.4552 0.2087 0.29
H 1.2941 1.2626 -1.3112 0.26
```

***

3.
ORCA calculation (the ωB97M-V functional and the def2-TZVPD basis) on one molecule with the formula C3H5NO2.

Gap between HOMO and LUMO   9.92 eV
Energy above the lowest of the compared OMol25 structures with the same formula, charge and spin   69.5 kJ/mol
Max |F|   0.57 eV/A
DFT total energy   -322.54786 Eh
SMILES   CNC(=O)C=O
Total charge   0

The geometry in XYZ format:
```
11
Properties=species:S:1:pos:R:3:mulliken_charge:R:1
C 1.6964 0.2666 0.0906 -0.81
N 0.3716 -0.1299 -0.3323 -0.15
C -0.7086 0.1066 0.4344 0.48
O -0.7161 0.6418 1.5308 -0.60
C -2.0132 -0.3656 -0.2086 0.08
O -2.0559 -0.8685 -1.3048 -0.49
H 1.7679 1.3554 0.1795 0.27
H 1.9297 -0.1720 1.0652 0.26
H 2.4261 -0.0796 -0.6426 0.34
H 0.2093 -0.5565 -1.2343 0.27
H -2.9072 -0.1983 0.4221 0.35
```

***

no.,E_HOMO (eV)
1,-9.91
2,-9.36
3,-9.96